No. 1
Density functional theory data (ωB97M-V with the def2-TZVPD basis set) for one molecule with the formula C3H7NO in a non-equilibrium geometry.

Max |F| ... 4.306 eV/A
LUMO level ... 0.0157 hartree
Relative energy (zero: lowest compared OMol25 entry of this formula, charge and spin) ... 384.8 kJ/mol
SMILES ... CC(C)N=O

```
12
Properties=species:S:1:pos:R:3:forces:R:3:mulliken_charge:R:1
C -0.159 0.313 0.357 0.632 4.227 0.528 0.3133
H 0.579 -1.789 0.755 0.014 1.762 0.028 0.2979
H -0.666 -0.349 -1.653 -0.297 -0.417 0.549 0.2948
O 0.770 1.874 -1.275 -0.024 -0.224 0.816 -0.2688
H 1.673 -0.716 -0.126 -0.505 0.246 0.812 0.3204
C -1.136 -0.142 -0.678 0.201 -0.616 0.917 -1.0584
N 0.873 1.612 -0.119 -1.462 -1.227 -0.494 -0.0236
H -0.702 0.898 1.229 1.174 -1.670 -1.352 0.2877
H -2.052 0.409 -0.794 0.000 0.817 -0.134 0.3569
C 0.908 -0.684 0.698 -0.133 -2.320 -1.072 -1.1378
H 1.353 -0.450 1.628 0.788 0.236 0.826 0.3309
H -1.441 -0.977 -0.023 -0.390 -0.814 -1.425 0.2868
```
Forces are in eV/Å.

No. 2
Density functional theory data (ωB97M-V with the def2-TZVPD basis set) for a 2-piece molecular cluster, C3H7NO overall.

Max |F| ... 0.411 eV/A
LUMO level ... 0.0391 hartree
Relative energy (zero: lowest compared OMol25 entry of this formula, charge and spin) ... 181.6 kJ/mol
SMILES ... [H]/N=C/O.C=C

```
12
Properties=species:S:1:pos:R:3:forces:R:3:mulliken_charge:R:1
H -1.760 0.549 1.701 -0.042 -0.044 -0.131 0.3509
N 1.364 -0.904 -0.498 0.291 0.280 -0.080 -0.5285
O 1.269 1.186 0.421 -0.145 -0.126 0.080 -0.4708
C -1.725 0.465 0.617 -0.106 -0.127 -0.049 -0.7446
C -1.427 -0.683 0.014 -0.104 0.150 0.090 -0.3873
C 1.800 0.281 -0.405 0.144 -0.219 -0.175 0.1491
H -1.181 -1.586 0.566 -0.104 0.174 -0.030 0.2427
H 2.635 0.714 -0.962 -0.051 -0.079 0.018 0.3394
H -1.930 1.370 0.050 -0.017 -0.147 0.070 0.2801
H -1.372 -0.766 -1.068 -0.061 0.057 0.174 0.2484
H 1.882 -1.418 -1.204 0.070 0.013 0.055 0.1989
H 0.446 0.791 0.770 0.126 0.070 -0.021 0.3216
```
Forces are in eV/Å.

No. 3
Density functional theory data (ωB97M-V with the def2-TZVPD basis set) for one molecule with the formula C3H7NO.

Max |F| ... 0.549 eV/A
LUMO level ... 0.0331 hartree
Relative energy (zero: lowest compared OMol25 entry of this formula, charge and spin) ... 10.0 kJ/mol
SMILES ... CCC(N)=O

```
12
Properties=species:S:1:pos:R:3:forces:R:3:mulliken_charge:R:1
H 0.858 1.141 0.487 -0.237 -0.273 0.021 0.3046
H 2.239 -0.112 -1.227 -0.208 -0.023 0.039 0.3020
N -1.678 0.591 0.966 -0.044 -0.208 -0.067 -0.3723
C 1.152 -0.238 -1.178 -0.031 -0.077 -0.048 -1.0913
H -2.559 0.234 1.305 0.078 0.162 -0.144 0.2322
H -1.446 1.558 1.117 0.082 -0.199 -0.017 0.2081
H 0.911 -1.280 -1.399 0.046 0.119 -0.066 0.2981
C -0.807 -0.324 0.448 0.035 -0.128 0.119 0.3800
C 0.631 0.100 0.218 0.042 0.042 -0.002 -0.1786
H 0.707 0.396 -1.954 0.011 -0.079 0.157 0.3157
H 1.104 -0.574 0.935 0.468 0.280 0.061 0.2106
O -1.113 -1.492 0.282 -0.242 0.384 -0.053 -0.6092
```
Forces are in eV/Å.

No. 4
Density functional theory data (ωB97M-V with the def2-TZVPD basis set) for a 2-piece molecular cluster, C3H7NO overall in a non-equilibrium geometry.

Max |F| ... 1.065 eV/A
LUMO level ... 0.0388 hartree
Relative energy (zero: lowest compared OMol25 entry of this formula, charge and spin) ... 223.2 kJ/mol
SMILES ... CC=O.C=N

```
12
Properties=species:S:1:pos:R:3:forces:R:3:mulliken_charge:R:1
H 4.034 1.060 4.537 0.010 -0.038 0.315 0.2476
H -2.348 0.783 -3.903 -0.377 0.015 -0.234 0.2452
C -1.603 -0.197 -2.273 0.325 0.297 -0.969 0.1164
O -1.421 0.779 -1.602 -0.310 0.153 0.567 -0.4516
H -2.372 -0.974 -4.168 0.171 -0.002 0.076 0.2771
C 3.151 0.432 4.420 0.749 0.086 -0.563 -0.2422
H -3.644 -0.247 -3.235 -0.033 0.189 0.484 0.2574
H 2.457 0.378 5.258 -0.196 0.027 -0.072 0.2171
C -2.583 -0.180 -3.450 0.699 -0.266 0.015 -0.7624
H -0.853 -1.011 -2.201 -0.477 -0.386 0.064 0.3177
N 3.047 -0.174 3.311 -0.804 0.233 0.511 -0.4649
H 2.137 -0.647 3.306 0.243 -0.308 -0.193 0.2424
```
Forces are in eV/Å.